{
  "formula": "C44H92Li3N8O16",
  "method": "wB97M-V/def2-TZVPD",
  "elements": ["Li", "Li", "Li", "C", "C", "C", "O", "C", "C", "C", "O", "O", "O", "H", "H", "C", "C", "C", "O", "C", "C", "C", "O", "O", "O", "H", "H", "C", "C", "C", "O", "C", "N", "H", "H", "H", "H", "H", "H", "H", "H", "H", "H", "H", "C", "C", "C", "O", "C", "N", "H", "H", "H", "H", "H", "H", "H", "H", "H", "H", "H", "C", "C", "C", "O", "C", "N", "H", "H", "H", "H", "H", "H", "H", "H", "H", "H", "H", "C", "C", "C", "O", "C", "N", "H", "H", "H", "H", "H", "H", "H", "H", "H", "H", "H", "C", "C", "C", "O", "C", "N", "H", "H", "H", "H", "H", "H", "H", "H", "H", "H", "H", "C", "C", "C", "O", "C", "N", "H", "H", "H", "H", "H", "H", "H", "H", "H", "H", "H", "C", "C", "C", "O", "C", "N", "H", "H", "H", "H", "H", "H", "H", "H", "H", "H", "H", "C", "C", "C", "O", "C", "N", "H", "H", "H", "H", "H", "H", "H", "H", "H", "H", "H"],
  "xyz": [[-1.67595, -0.32333, -5.18799], [0.94801, 3.66159, -3.15159], [2.99174, -2.98651, 5.73150], [0.18534, 1.21510, 2.24863], [0.01899, 1.34408, 0.77405], [0.23934, 0.04030, -0.04783], [0.22570, 0.18681, -1.27356], [0.29257, -1.27749, 0.57549], [0.25386, -1.30308, 1.94797], [0.30861, -0.04776, 2.82890], [0.68500, -0.04625, 4.07977], [0.35054, -2.44918, 2.51498], [-0.10016, 2.41112, 0.19544], [0.34551, 2.07027, 2.88849], [0.43397, -2.20633, 0.04290], [-4.53268, 4.52662, -6.57627], [-5.54406, 5.41060, -6.48022], [-5.32980, 6.67768, -5.64219], [-6.19790, 7.56942, -5.38818], [-4.05037, 7.03944, -5.19446], [-2.94633, 6.06702, -5.22579], [-3.39561, 4.61673, -5.72134], [-2.68679, 3.62568, -5.41648], [-1.79647, 6.14598, -4.87404], [-6.66265, 5.07424, -7.05050], [-4.62167, 3.62397, -7.16253], [-3.89975, 7.96874, -4.66519], [-4.04612, -4.80375, -3.28400], [-5.30607, -3.96497, -3.72092], [-6.69833, -4.22945, -2.98769], [-7.04759, -5.56713, -3.31021], [-8.28357, -5.90594, -2.71375], [-4.95683, -2.57472, -3.59889], [-4.00832, -4.76257, -2.19543], [-3.13687, -4.46442, -3.78019], [-4.40883, -5.77375, -3.62407], [-5.49758, -4.21120, -4.76533], [-7.56436, -3.65402, -3.31474], [-6.58372, -4.20400, -1.90403], [-9.20981, -5.43051, -3.03643], [-8.24645, -5.95126, -1.62532], [-8.48806, -6.93352, -3.01438], [-5.84826, -2.17819, -3.33774], [-4.41602, -2.56734, -2.74591], [-1.01107, 9.22544, 2.39206], [-1.47791, 9.53354, 0.99154], [-0.26324, 9.69903, -0.05815], [0.76637, 10.52152, 0.37476], [0.45318, 11.88951, 0.35664], [-2.18345, 8.34783, 0.57090], [-1.72078, 9.10238, 3.21015], [-0.30567, 9.98747, 2.72345], [-0.44426, 8.29489, 2.36186], [-2.17649, 10.37024, 0.98710], [-0.59670, 9.85032, -1.08481], [0.26138, 8.77659, -0.30709], [0.02002, 12.34683, -0.53292], [1.36839, 12.42352, 0.61222], [-0.29141, 12.08894, 1.12730], [-1.54880, 7.60154, 0.32519], [-2.42093, 8.57917, -0.38314], [-6.01051, 3.55870, -1.12741], [-6.67739, 3.00392, 0.04673], [-6.89118, 1.47463, -0.13466], [-7.70741, 1.13693, -1.22689], [-9.08507, 1.40952, -1.10601], [-5.97910, 3.50309, 1.21165], [-4.92052, 3.55662, -1.13114], [-6.35631, 4.59021, -1.19455], [-6.54777, 3.12710, -1.97190], [-7.65027, 3.49126, 0.11088], [-7.22245, 1.23114, 0.87482], [-5.88986, 1.05468, -0.23016], [-9.57066, 0.79677, -0.34652], [-9.69385, 1.50344, -2.00527], [-9.14450, 2.37346, -0.60066], [-5.09242, 3.02185, 1.25984], [-5.83027, 4.49111, 1.06415], [5.83090, 2.49347, -2.78767], [5.45668, 2.42279, -4.20046], [5.21281, 0.97241, -4.78444], [4.84043, 0.84468, -6.17653], [5.57689, 1.31752, -7.20650], [4.41896, 3.29274, -4.62127], [5.07141, 2.02185, -2.16407], [5.83262, 3.49739, -2.36312], [6.73136, 1.96364, -2.47697], [6.33491, 2.76759, -4.74630], [4.42095, 0.46860, -4.23017], [6.10741, 0.38807, -4.56913], [4.89497, 1.09934, -8.02838], [6.54357, 0.82240, -7.29850], [5.61797, 2.40360, -7.12380], [4.76148, 4.21852, -4.40749], [4.38635, 3.28863, -5.63074], [1.00266, -4.50960, 8.58079], [2.39264, -4.94886, 8.91246], [2.83073, -6.25343, 8.23023], [2.72808, -6.15240, 6.87781], [3.07976, -7.30571, 6.16386], [3.28458, -3.85099, 8.52277], [0.72285, -3.51083, 8.91584], [0.46654, -5.37499, 8.97037], [0.80802, -4.65953, 7.51883], [2.51750, -5.07122, 9.98835], [2.20508, -7.09005, 8.54127], [3.83542, -6.53314, 8.54715], [4.15856, -7.45644, 6.20371], [2.86326, -7.13747, 5.10891], [2.48937, -8.20993, 6.31195], [4.09925, -3.89963, 9.11780], [2.81004, -3.01247, 8.82574], [7.81516, 4.59770, 5.66162], [6.72130, 4.96028, 4.65737], [7.21531, 5.94245, 3.46135], [7.59856, 7.28593, 3.87571], [8.49431, 7.92382, 2.95853], [6.02806, 3.73997, 4.25331], [8.37002, 5.49206, 5.94508], [8.57658, 3.85676, 5.41794], [7.31390, 4.25200, 6.56569], [5.90513, 5.48750, 5.15133], [6.41622, 6.11674, 2.74082], [7.98714, 5.36261, 2.95522], [8.74610, 8.91624, 3.33242], [7.95671, 8.00137, 2.01350], [9.47399, 7.48113, 2.77867], [5.51422, 3.22402, 4.95322], [5.21577, 4.03239, 3.72910], [-5.30921, -10.03408, 2.33876], [-4.70408, -8.67408, 2.61111], [-4.79198, -8.46337, 4.24146], [-6.15771, -8.20621, 4.67830], [-6.49251, -8.43380, 5.95405], [-3.26208, -8.72797, 2.28648], [-5.67212, -10.16314, 1.31909], [-6.16983, -10.00264, 3.00693], [-4.68814, -10.89033, 2.60183], [-5.19661, -7.88758, 2.03934], [-4.18408, -7.60102, 4.51515], [-4.38533, -9.31918, 4.78029], [-7.47889, -8.01461, 6.15264], [-5.79030, -8.06340, 6.70091], [-6.42550, -9.51467, 5.83020], [-3.22703, -8.43025, 1.32199], [-2.71768, -8.01172, 2.74552], [4.75606, -5.09153, -3.87927], [5.28858, -5.12286, -5.30655], [6.81943, -5.48475, -5.40624], [7.65389, -4.49764, -4.63249], [9.06056, -4.63535, -4.83088], [4.49688, -5.99276, -6.04253], [5.01682, -5.96599, -3.28308], [3.67069, -5.17759, -3.82768], [4.98751, -4.13999, -3.40064], [5.18851, -4.09836, -5.66500], [7.20441, -5.33653, -6.41516], [6.90805, -6.53182, -5.11657], [9.46151, -3.62766, -4.72178], [9.27945, -5.13650, -5.77376], [9.42252, -5.19156, -3.96618], [4.60972, -6.97368, -5.83003], [4.89475, -5.95890, -6.97026]],
  "forces_ev_per_angstrom": [[-0.3, 0.4, 0.3], [-0.5, -0.2, 0.2], [-0.5, 0.0, 0.1], [-0.8, -0.7, -2.9], [1.2, -0.8, 3.5], [-1.1, -1.9, -0.1], [0.4, 0.3, -1.4], [-0.1, 3.5, -0.7], [0.9, -3.1, 2.0], [1.6, 1.9, 2.2], [-0.7, -1.6, -1.8], [-0.2, 1.1, 0.4], [-0.1, 0.9, -1.0], [-0.2, 0.2, -0.2], [-0.1, 0.2, -0.2], [3.5, -1.3, 1.0], [-4.7, -0.3, -1.5], [-0.9, 3.2, 0.7], [-0.5, -2.0, -1.0], [3.3, -2.7, 0.0], [-4.2, -0.5, -0.5], [0.0, 0.1, -0.7], [0.3, 0.1, 0.1], [2.7, 0.9, 0.9], [1.8, 1.9, 1.4], [-0.3, -0.2, 0.0], [-0.1, 0.1, -0.1], [-3.0, -0.1, -0.3], [-0.2, -0.4, -0.1], [1.8, -1.8, -0.5], [-0.9, 0.0, 0.2], [0.0, -2.0, -0.2], [-0.3, 0.4, 0.3], [0.5, -0.2, 0.0], [-0.2, -0.1, 0.1], [1.0, -0.6, 0.3], [-0.1, 0.0, -0.2], [0.5, 1.0, -0.1], [0.1, 0.6, 0.3], [0.4, 1.1, -0.2], [0.2, 0.5, 0.2], [0.2, -0.3, 0.0], [0.1, 1.2, -0.1], [0.2, 0.7, 0.3], [1.6, 0.5, 0.6], [1.4, -1.2, -0.4], [-0.6, -0.7, 0.9], [0.5, 1.0, -0.9], [0.0, 0.5, 1.1], [-1.2, 0.0, -1.6], [-0.6, 0.1, -0.6], [0.2, 0.1, 0.1], [0.1, -0.1, 0.0], [0.1, 0.1, -0.2], [-0.7, 1.2, -0.1], [-0.2, -0.8, 1.1], [0.2, -0.6, -0.7], [-0.1, 0.0, 0.0], [-0.1, 0.2, 0.4], [0.6, -0.4, 0.8], [-1.2, -0.1, -0.5], [-1.1, 1.3, -2.1], [-0.5, 0.3, -0.2], [0.6, 1.8, 1.9], [0.2, -0.8, -0.8], [0.1, 1.5, 2.1], [-0.3, -1.4, 1.4], [-0.1, -0.5, -0.2], [0.6, 0.4, -0.1], [0.9, -0.2, -0.7], [-0.4, -0.3, -0.1], [-0.8, -1.1, 0.0], [-0.2, -0.4, -0.5], [-0.1, -0.8, -0.3], [0.8, -0.5, -0.3], [-0.4, 0.5, -0.3], [0.4, 0.3, 0.2], [0.3, 0.0, 0.1], [-1.0, -0.6, 2.5], [1.7, -1.7, -3.2], [0.3, 0.4, 0.3], [-1.7, -0.9, 3.6], [-0.1, 0.8, -0.7], [-1.6, 1.2, 0.4], [-0.4, -0.2, 0.0], [0.4, 0.3, -0.4], [0.3, 0.2, -0.6], [0.7, -0.2, -0.2], [-0.3, 0.2, -0.1], [0.3, -0.1, -0.2], [0.7, 0.0, -0.7], [0.3, 0.2, -0.2], [0.8, 0.3, -0.4], [-0.3, 0.5, 0.1], [-0.3, -0.2, -0.2], [-0.4, -2.0, -0.6], [1.0, 0.5, -0.3], [-0.4, -0.3, 1.5], [-0.4, 0.6, -1.8], [0.2, 0.1, -1.5], [0.4, 0.4, -0.5], [-0.2, -0.4, 0.2], [-1.1, 0.7, 0.6], [0.2, 0.6, -0.3], [-0.3, -0.4, 0.2], [-0.3, -0.1, 0.5], [0.5, 0.2, 0.1], [0.1, -0.5, 0.4], [0.1, 0.5, -0.1], [0.0, -0.1, 1.1], [0.5, 0.1, -0.2], [0.1, 0.4, 0.1], [-0.1, 0.9, 0.5], [-0.3, 1.1, 0.5], [-0.6, -0.8, 0.6], [1.0, -1.5, 0.4], [-0.8, 0.1, 0.0], [-0.2, -0.4, -2.3], [-0.1, 0.2, 0.0], [-0.4, -0.2, -0.7], [0.1, -0.1, 0.1], [0.6, 1.0, 0.6], [-0.3, -0.5, 0.0], [0.5, 0.4, -0.1], [-0.5, 0.0, 0.1], [0.2, 0.2, -0.3], [-0.1, -0.8, 0.2], [0.8, 0.2, 1.1], [0.0, 0.1, -0.9], [-1.1, 0.3, 0.1], [1.2, -0.8, 2.8], [-1.2, 0.9, -1.2], [1.8, 2.5, -5.0], [0.3, -1.8, 1.2], [-0.2, 0.3, -0.4], [0.1, 0.0, -0.1], [-0.5, -0.6, -0.2], [0.3, 0.3, 0.1], [-0.3, 0.1, 0.5], [0.1, 0.2, 0.0], [0.0, -0.4, -0.2], [0.0, -0.3, 0.0], [0.2, 0.1, 0.1], [-0.8, -0.8, 2.3], [0.4, -0.3, -0.4], [-0.1, 0.3, 0.4], [-0.3, 0.1, 0.6], [1.9, 1.2, 2.4], [0.2, 2.2, 0.9], [-1.6, -1.5, -0.9], [-1.1, 0.0, 1.1], [-0.7, -1.2, -2.7], [0.8, 0.1, 0.1], [-0.2, 0.3, -0.7], [0.4, -0.4, 0.3], [-0.1, 0.0, -0.4], [-0.4, -0.4, -0.4], [0.5, -0.1, 0.4], [0.2, -0.1, -0.5], [0.3, 0.2, 0.0], [0.5, -0.4, -0.2], [0.0, -0.2, 0.8], [-0.5, 0.0, -0.8]],
  "lowdin_charge": [0.80, 0.87, 0.85, -0.02, -0.39, -0.39, -0.09, -0.03, -0.42, -0.39, -0.16, -0.13, -0.04, 0.08, 0.09, -0.05, -0.38, -0.39, -0.07, -0.02, -0.42, -0.37, -0.12, -0.05, -0.09, 0.09, 0.08, -0.04, -0.43, -0.18, -0.20, -0.13, 0.02, 0.08, 0.07, 0.07, 0.12, 0.12, 0.12, 0.09, 0.09, 0.08, 0.06, 0.07, -0.08, -0.42, -0.21, -0.19, -0.12, 0.02, 0.08, 0.07, 0.08, 0.13, 0.12, 0.12, 0.09, 0.09, 0.08, 0.07, 0.07, -0.08, -0.50, -0.20, -0.18, -0.10, 0.03, 0.10, 0.09, 0.09, 0.12, 0.12, 0.13, 0.08, 0.09, 0.07, 0.07, 0.07, -0.07, -0.50, -0.13, -0.20, -0.15, 0.04, 0.09, 0.08, 0.09, 0.13, 0.13, 0.12, 0.10, 0.09, 0.08, 0.08, 0.06, -0.05, -0.44, -0.24, -0.19, -0.10, 0.02, 0.09, 0.09, 0.08, 0.14, 0.13, 0.13, 0.09, 0.09, 0.10, 0.08, 0.06, -0.08, -0.41, -0.15, -0.20, -0.12, 0.01, 0.07, 0.07, 0.07, 0.12, 0.11, 0.11, 0.08, 0.08, 0.08, 0.07, 0.07, -0.09, -0.38, -0.13, -0.23, -0.16, 0.01, 0.07, 0.07, 0.08, 0.13, 0.11, 0.12, 0.10, 0.09, 0.09, 0.07, 0.06, -0.06, -0.49, -0.13, -0.22, -0.12, 0.03, 0.08, 0.07, 0.08, 0.14, 0.11, 0.12, 0.08, 0.08, 0.08, 0.08, 0.07],
  "e_tot_ha": -3395.561379,
  "homo_lumo_gap_ha": 0.075,
  "charge": -1,
  "e_homo_ev": -2.315
}